(1)
The following is a DFT calculation (ωB97M-V/def2-TZVPD) of C3H4O2 in the gas phase at a distorted geometry.

Calculated values
ΔE to the lowest compared entry with this formula, charge and spin	554.43	kJ/mol
frontier orbital gap	8.8	eV
SMILES	COC1=CO1

Structure (ORCA input):
```
! wB97M-V def2-TZVPD RIJCOSX def2/J DEFGRID3
* xyz 0 1
C -1.3081 0.2648 -0.1927
O -0.4095 -0.6457 -0.7681
C 0.7418 -0.6581 -0.2971
C 1.6406 -0.4393 0.5663
O 1.4178 0.8429 0.1915
H -0.8993 0.3711 0.8412
H -2.3845 -0.1064 -0.3652
H -1.3947 1.2115 -0.7123
H 2.5958 -0.8408 0.7365
*
```

Here are the Löwdin charges for atoms 1 to 8, given in e: atom 1 (C): -0.040, atom 2 (O): -0.008, atom 3 (C): -0.170, atom 4 (C): -0.137, atom 5 (O): -0.079, atom 6 (H): 0.115, atom 7 (H): 0.124, atom 8 (H): 0.092


(2)
The following is a DFT calculation (ωB97M-V/def2-TZVPD) of C12H14N2O in the gas phase at a distorted geometry.

Calculated values
ΔE to the lowest compared entry with this formula, charge and spin	796.46	kJ/mol
frontier orbital gap	8.3	eV
SMILES	COc1cccc2cc3n(c12)CCNC3

Structure (ORCA input):
```
! wB97M-V def2-TZVPD RIJCOSX def2/J DEFGRID3
* xyz 0 1
C -1.9316 2.8260 0.7255
O -1.4061 1.9373 -0.4233
C -1.5587 0.5624 -0.2380
C -2.7675 -0.0457 -0.0935
C -3.0168 -1.3570 -0.1556
C -1.9605 -2.2849 0.1991
C -0.5967 -1.8911 -0.1402
C 0.7261 -2.2572 0.4858
C 1.4577 -1.1474 0.2803
N 0.7527 -0.0160 -0.4524
C -0.5853 -0.4075 -0.4046
C 1.1111 1.3289 0.0585
C 2.5270 1.5143 -0.1327
N 3.4934 0.2938 0.3142
C 3.0559 -0.9429 -0.1262
H -1.9070 3.8596 0.3216
H -1.6198 2.4615 1.7180
H -2.9893 2.4979 0.5364
H -3.7011 0.6235 -0.6368
H -4.1342 -1.7763 -0.2103
H -2.2468 -3.3188 0.5275
H 0.9415 -3.1539 1.0691
H 0.6921 2.1188 -0.6087
H 0.8020 1.8177 1.0919
H 2.7435 1.6683 -1.3427
H 2.7237 2.4740 0.4496
H 4.3885 0.4159 -0.3431
H 3.2370 -0.8714 -1.1943
H 3.8322 -1.6467 0.2260
*
```

Here are the Löwdin charges for atoms 1 to 8, given in e: atom 1 (C): 0.012, atom 2 (O): -0.178, atom 3 (C): -0.277, atom 4 (C): -0.107, atom 5 (C): -0.138, atom 6 (C): -0.031, atom 7 (C): -0.082, atom 8 (C): 0.023


(3)
The following is a DFT calculation (ωB97M-V/def2-TZVPD) of 2 unconnected molecules or ions with the total composition C6H12NO2 at a distorted geometry.

Calculated values
ΔE to the lowest compared entry with this formula, charge and spin	319.22	kJ/mol
frontier orbital gap	8.0	eV

Structure (ORCA input):
```
! wB97M-V def2-TZVPD RIJCOSX def2/J DEFGRID3
* xyz 1 1
C -0.2496 1.9198 0.6122
C 0.8583 1.6991 -0.1249
C -0.3983 2.3441 2.0548
C 1.0384 -2.4212 -0.0935
C 0.0025 -1.5462 -2.1623
C -0.5516 -0.7805 0.1268
N 0.0926 -1.5135 -0.7000
O -1.4291 2.0794 -0.0748
O 1.7287 1.1971 -0.7082
H 0.5679 2.7415 2.5661
H -1.1730 3.1966 2.1828
H -0.8194 1.5927 2.5831
H 0.7162 -3.3842 -0.2642
H 2.0202 -2.3050 -0.7189
H 1.2545 -2.2326 0.8623
H 0.0535 -2.5540 -2.4063
H -0.8543 -0.9828 -2.5998
H 0.6539 -0.8472 -2.5892
H -0.4638 -0.7374 1.1474
H -1.7329 2.7706 0.4832
H -1.3150 -0.2366 -0.1768
*
```

Here are the Löwdin charges for atoms 1 to 8, given in e: atom 1 (C): -0.398, atom 2 (C): -0.083, atom 3 (C): -0.006, atom 4 (C): 0.020, atom 5 (C): 0.044, atom 6 (C): 0.159, atom 7 (N): -0.149, atom 8 (O): 0.036


(4)
The following is a DFT calculation (ωB97M-V/def2-TZVPD) of a molecular structure, C23H26F5IrNOSSi at a distorted geometry.

Calculated values
ΔE to the lowest compared entry with this formula, charge and spin	0.00	kJ/mol
frontier orbital gap	6.7	eV

Structure (ORCA input):
```
! wB97M-V def2-TZVPD RIJCOSX def2/J DEFGRID3
* xyz -1 1
Ir 0.4509 0.4073 0.0662
S 4.5470 2.1589 0.0790
C 4.7467 0.4577 0.1963
C 3.5601 -0.2045 0.1914
C 2.4097 0.6442 0.0831
C 2.8211 1.9666 0.0303
C 1.8631 3.0366 -0.0148
C 2.1498 4.4063 0.0032
C 1.1188 5.3207 -0.0148
C -0.1944 4.8605 -0.0531
C -0.4081 3.4966 -0.0681
N 0.5812 2.6035 -0.0515
H 5.7458 0.0562 0.2705
H 3.5076 -1.2819 0.2753
H 3.1858 4.7188 0.0380
H 1.3210 6.3846 -0.0087
H -1.0285 5.5475 -0.0745
H -1.4129 3.0916 -0.1044
C -1.0672 -1.9584 2.3803
C 0.3175 -1.3618 2.6246
C 0.6475 -1.4539 4.1219
C 0.4149 0.0809 2.1670
H -1.0512 -3.0464 2.4897
H -1.4220 -1.7193 1.3790
H -1.7868 -1.5520 3.0956
H 1.0612 -1.9581 2.0948
H -0.0598 -0.8496 4.6972
H 1.6557 -1.0840 4.3217
H 0.5808 -2.4889 4.4688
H 1.3507 0.5293 2.5084
H -0.4333 0.6761 2.5161
F -7.1485 0.5661 -0.0931
C -5.7993 0.5548 -0.1125
C -5.0756 0.5511 1.0654
F -5.7300 0.5549 2.2394
C -3.6961 0.5347 1.0458
F -3.0397 0.5606 2.2210
C -2.9399 0.4815 -0.1497
O -1.6688 0.4140 -0.1828
C -3.7294 0.5016 -1.3249
F -3.1016 0.4717 -2.5154
C -5.1082 0.5275 -1.3098
F -5.7914 0.5078 -2.4671
C 2.7935 -1.6885 -2.8305
Si 1.0713 -2.1691 -2.2280
C 1.0552 -4.0627 -2.2139
C -0.1962 -1.5783 -3.4872
C 0.6753 -1.6079 -0.5156
H 2.9329 -1.9493 -3.8839
H 3.5688 -2.2037 -2.2578
H 2.9671 -0.6146 -2.7246
H 1.3094 -4.4779 -3.1947
H 0.0724 -4.4508 -1.9353
H 1.7823 -4.4468 -1.4938
H 0.0994 -1.8400 -4.5072
H -0.3120 -0.4924 -3.4401
H -1.1768 -2.0214 -3.3000
H 1.3463 -2.1148 0.1866
H -0.3330 -1.9933 -0.2989
*
```

Here are the Löwdin charges for atoms 1 to 8, given in e: atom 1 (Ir): 1.150, atom 2 (S): 0.967, atom 3 (C): -0.433, atom 4 (C): -0.206, atom 5 (C): -0.358, atom 6 (C): -0.531, atom 7 (C): -0.285, atom 8 (C): -0.035


(5)
The following is a DFT calculation (ωB97M-V/def2-TZVPD) of a gas-phase ion, C3H4NO3 (charge +1) at a distorted geometry.

Calculated values
ΔE to the lowest compared entry with this formula, charge and spin	544.88	kJ/mol
frontier orbital gap (alpha / beta)	8.3 / 8.3	eV
SMILES	C[N+](=O)OC=C=O

Structure (ORCA input):
```
! wB97M-V def2-TZVPD RIJCOSX def2/J DEFGRID3
* xyz 1 1
C 1.1065 -1.1591 0.0897
N 0.3161 -0.4921 1.1255
O 0.5308 -0.6982 2.2296
O -0.4285 0.5071 0.8448
C -0.7821 0.9429 -0.6070
C -1.8166 1.7961 -0.7333
O -2.5783 2.6342 -0.8962
H 2.0086 -0.6754 -0.1537
H 0.6620 -1.1351 -0.8624
H 1.3713 -2.1557 0.5278
H -0.3898 0.4354 -1.5647
*
```

Here are the Löwdin charges for atoms 1 to 8, given in e: atom 1 (C): 0.106, atom 2 (N): -0.264, atom 3 (O): 0.290, atom 4 (O): 0.104, atom 5 (C): 0.041, atom 6 (C): -0.099, atom 7 (O): 0.307, atom 8 (H): 0.123


(6)
The following is a DFT calculation (ωB97M-V/def2-TZVPD) of C3H10N2O in the gas phase at a distorted geometry.

Calculated values
ΔE to the lowest compared entry with this formula, charge and spin	159.38	kJ/mol
frontier orbital gap	10.2	eV
SMILES	NC[C@H](N)CO

Structure (ORCA input):
```
! wB97M-V def2-TZVPD RIJCOSX def2/J DEFGRID3
* xyz 0 1
N -2.1760 0.1006 -0.9500
C -1.3268 -0.4991 0.1210
C 0.1506 -0.1662 -0.1997
N 0.9654 -1.2222 -0.7338
C 0.7352 0.5338 0.9950
O 1.8968 1.3299 0.7639
H -3.1023 -0.2952 -0.9491
H -2.2511 1.1107 -0.9383
H -1.7498 -0.1592 1.0816
H -1.6353 -1.5490 0.1367
H -0.0873 0.5785 -1.0001
H 0.6558 -1.4811 -1.6620
H 0.9295 -2.0286 -0.1179
H 1.1061 -0.1187 1.7927
H 0.0761 1.2533 1.5074
H 2.1706 1.4243 -0.1467
*
```

Here are the Löwdin charges for atoms 1 to 8, given in e: atom 1 (N): -0.030, atom 2 (C): -0.236, atom 3 (C): -0.411, atom 4 (N): 0.056, atom 5 (C): -0.238, atom 6 (O): -0.081, atom 7 (H): 0.053, atom 8 (H): 0.063


(7)
The following is a DFT calculation (ωB97M-V/def2-TZVPD) of a molecular structure, C23H46ClN2O9PSi2 at a distorted geometry.

Calculated values
frontier orbital gap	9.7	eV

Structure (ORCA input):
```
! wB97M-V def2-TZVPD RIJCOSX def2/J DEFGRID3
* xyz 0 1
C 1.1259 -1.9172 2.6804
C 1.9782 -1.6968 1.8540
C 3.0554 -1.1380 0.9404
C 2.7574 0.3488 0.5594
C 1.5836 0.4587 -0.4966
Si 0.5619 1.9973 -0.1399
C 1.8177 3.4259 0.0719
C 1.0842 4.6743 -0.3806
C 0.4257 5.6447 -0.6641
O -0.2250 1.7293 1.3763
C -0.3061 2.8125 2.1292
N -0.3007 3.8988 2.5342
O -0.4733 2.4678 -1.3857
Si -1.6861 1.3615 -1.7632
C -1.4932 0.9747 -3.6267
C -0.0185 0.5763 -3.9572
C 0.2889 -0.9246 -3.6922
Cl 0.3045 0.8533 -5.7404
O -1.5659 -0.1003 -0.9296
C -2.4240 -1.1283 -1.4647
C -2.4809 -2.3628 -0.5098
N -3.6032 -2.3087 0.4482
C -3.2082 -2.6971 1.8256
C -3.2602 -1.5115 2.8516
C -3.0606 -0.1217 2.1953
O -4.4595 -1.5676 3.6528
P -3.6352 2.4151 -1.3877
O -3.8969 3.2643 -2.5647
O -3.4669 3.3005 0.0139
O -4.8724 1.3647 -1.1082
H 0.1830 -2.0376 3.2048
H 4.0391 -1.2467 1.4419
H 3.0334 -1.7447 0.0103
H 2.4951 0.8657 1.5113
H 3.6852 0.8359 0.1941
H 1.0176 -0.4911 -0.4640
H 2.0748 0.6076 -1.4838
H 2.1888 3.5154 1.1092
H 2.6629 3.2662 -0.6324
H -0.4540 6.2666 -0.8095
H -2.2299 0.2317 -3.9830
H -1.6559 1.9543 -4.1323
H 0.7094 1.1694 -3.3658
H -0.4876 -1.5631 -4.1718
H 1.2817 -1.2366 -4.0597
H 0.1646 -1.0901 -2.5980
H -2.0678 -1.5056 -2.4463
H -3.4717 -0.7869 -1.6120
H -2.6470 -3.2415 -1.1772
H -1.4829 -2.4716 -0.0385
H -4.2465 -3.0422 0.1609
H -2.1816 -3.1208 1.8834
H -3.9409 -3.4511 2.1820
H -2.4237 -1.6470 3.5789
H -2.0542 -0.0370 1.7371
H -3.8452 0.0918 1.4363
H -3.1304 0.6815 2.9675
H -5.0235 -0.8701 3.2895
H -3.3048 2.6398 0.7159
H -5.3428 1.5777 -0.2857
C -0.9142 -4.7266 4.2308
C -1.8114 -5.8148 3.6613
C -1.4108 -7.1868 4.1804
O -1.7363 -5.8028 2.2346
H 0.1271 -4.8881 3.9362
H -1.2068 -3.7489 3.8439
H -0.9673 -4.7002 5.3208
H -2.8503 -5.6103 3.9278
H -0.3861 -7.4294 3.8838
H -2.0560 -7.9590 3.7580
H -1.4778 -7.2329 5.2691
H -0.8226 -5.9830 1.9847
C 7.2161 4.4472 -2.4643
C 5.8146 3.8853 -2.6447
C 5.0702 4.6025 -3.7604
O 5.0861 4.0152 -1.4230
H 7.1770 5.5062 -2.1932
H 7.7349 3.9302 -1.6550
H 7.8042 4.3437 -3.3782
H 5.8733 2.8184 -2.8696
H 4.9607 5.6664 -3.5316
H 4.0633 4.1961 -3.8727
H 5.5946 4.5037 -4.7127
H 5.0256 4.9541 -1.2111
*
```

Here are the Löwdin charges for atoms 1 to 8, given in e: atom 1 (C): 0.101, atom 2 (C): -0.126, atom 3 (C): -0.201, atom 4 (C): -0.235, atom 5 (C): -0.198, atom 6 (Si): 0.483, atom 7 (C): -0.190, atom 8 (C): -0.208


(8)
The following is a DFT calculation (ωB97M-V/def2-TZVPD) of 10 unconnected molecules or ions with the total composition H20O10 at a distorted geometry.

Calculated values
ΔE to the lowest compared entry with this formula, charge and spin	667.42	kJ/mol
frontier orbital gap	10.2	eV
SMILES	O.O.O.O.O.O.O.O.O.O

Structure (ORCA input):
```
! wB97M-V def2-TZVPD RIJCOSX def2/J DEFGRID3
* xyz 0 1
O 3.3922 0.2090 2.5560
H 2.7756 0.8631 2.3943
H 2.6604 -0.5071 2.9313
O 0.2083 2.2404 2.9788
H -0.0851 2.0940 2.1849
H 0.2693 1.3950 3.4725
O -0.8558 0.7830 0.3806
H -0.2175 1.1710 -0.2560
H -0.4027 -0.0583 0.6673
O 0.8862 -2.1743 1.5903
H 0.9089 -1.7383 0.6964
H 0.7289 -3.1761 1.4735
O -3.5230 -1.2077 -0.7071
H -4.4046 -1.4125 -0.4681
H -2.9157 -1.7155 -0.0676
O 1.4923 -0.6639 -1.5336
H 1.5893 -0.7386 -2.6347
H 1.9459 -1.0997 -0.9993
O -1.2397 0.6022 -2.0754
H -1.8222 0.6718 -1.2179
H -0.7683 -0.2850 -1.9010
O 1.2950 1.5799 -3.0373
H 0.7412 0.9979 -3.5851
H 1.0427 1.2659 -2.1160
O -3.2231 2.5303 0.5063
H -2.4294 1.9427 1.0239
H -2.6814 3.2514 0.4708
O 1.4934 -3.3043 -0.7021
H 1.9616 -4.0703 -0.1636
H 1.6963 -3.6083 -1.5595
*
```

Here are the Löwdin charges for atoms 1 to 8, given in e: atom 1 (O): -0.089, atom 2 (H): -0.055, atom 3 (H): 0.122, atom 4 (O): 0.015, atom 5 (H): -0.110, atom 6 (H): 0.069, atom 7 (O): -0.093, atom 8 (H): 0.066


The calculated total energy results, record by record, are as follows: -7264.9396; -17691.6166; -11991.0060; -62951.1692; -10794.3978; -8299.8522; -83573.6594; -20795.6953 eV.